1.
The following is a quantum chemistry calculation of C30H45F5P2Ti as an isolated structure in a non-equilibrium geometry, from the Open Molecules 2025 dataset.

## Properties
Frontier orbital gap (spin up / spin down) ... 4.394 / 4.075 eV
2S+1 ... 2
Lowest unoccupied orbital energy (spin up / spin down) ... -5.506 / -5.795 eV
Net charge ... +1
Total energy ... -3201.0406 hartree

Each line ends with the Löwdin spin population.
Cartesian coordinates (Å):
Ti  0.609  -1.384  -2.084  -0.060
P  1.318  -1.470  2.931  0.000
P  -3.549  0.845  -0.428  0.006
F  -2.143  2.075  5.201  0.005
F  -1.372  4.598  6.002  -0.002
F  -1.032  0.930  2.997  0.003
F  0.495  5.964  4.509  0.004
F  1.517  4.869  2.259  0.002
C  2.168  -0.509  4.223  0.000
C  0.683  4.109  3.027  0.017
C  -0.047  -2.168  3.926  0.000
C  2.409  -2.941  2.874  0.000
C  1.040  -2.989  -1.043  -0.004
C  0.267  1.752  -3.916  -0.009
C  -2.049  -2.701  -2.351  -0.004
C  -0.009  -2.020  -3.805  -0.014
C  0.815  2.050  -1.422  0.096
C  -0.582  2.174  3.396  0.022
C  2.323  0.346  -1.082  0.141
C  3.417  -0.431  -0.451  0.027
C  -4.633  -0.408  0.330  0.001
C  1.965  0.357  -2.493  0.053
C  0.932  1.375  -2.648  -0.021
C  0.560  -3.397  -3.647  -0.002
C  0.386  2.811  2.649  0.196
C  1.995  1.996  0.846  0.400
C  -1.538  -3.121  -0.994  -0.004
C  -1.131  -1.622  -2.967  0.005
C  -4.242  1.555  -1.974  0.001
C  -3.074  2.134  0.767  0.001
C  1.130  -3.873  -2.245  -0.002
C  0.128  4.715  4.162  0.006
C  0.111  3.341  -1.230  0.018
C  2.698  -0.353  -3.585  0.008
C  -0.227  -2.436  -0.607  -0.019
C  -0.815  4.028  4.919  -0.007
C  -1.189  2.742  4.522  0.007
C  1.669  1.442  -0.457  0.009
H  -5.334  1.695  -1.975  0.000
H  3.246  -0.459  4.004  0.000
H  2.319  -3.522  3.803  0.000
H  -0.956  3.249  -1.479  0.005
H  -1.428  -4.217  -0.960  0.000
H  -2.062  2.464  0.449  0.000
H  -0.540  1.062  -4.193  -0.003
H  3.121  -1.313  -3.255  0.001
H  0.670  -4.860  -2.023  -0.001
H  -0.156  -4.184  -3.964  -0.001
H  -4.194  -0.759  1.277  0.000
H  1.768  0.516  4.236  0.000
H  -0.712  -2.754  3.277  0.000
H  2.472  2.980  0.763  0.010
H  0.186  3.683  -0.190  0.000
H  0.963  2.286  1.715  0.074
H  0.185  -1.458  -4.732  -0.002
H  -2.306  -2.908  -0.237  -0.001
H  2.193  -4.110  -2.401  0.000
H  3.549  0.257  -3.917  0.004
H  2.130  -3.576  2.022  0.000
H  0.985  1.760  -4.744  -0.001
H  1.856  -3.030  -0.309  0.001
H  -2.141  -3.565  -3.038  0.000
H  -3.722  3.017  0.789  0.000
H  0.365  -2.819  4.712  0.000
H  -3.087  -2.335  -2.274  0.000
H  -0.244  -1.848  0.304  0.000
H  -2.940  1.733  1.780  0.000
H  3.202  -0.607  0.612  0.003
H  -0.640  -1.362  4.378  0.000
H  -3.997  0.804  -2.747  0.000
H  -1.598  -0.657  -3.085  0.001
H  1.368  -3.473  -4.389  0.000
H  3.453  -2.630  2.742  0.000
H  0.522  4.151  -1.862  0.006
H  3.584  -1.415  -0.904  0.002
H  -5.672  -0.106  0.487  0.000
H  2.078  -0.515  -4.474  0.001
H  -3.716  2.480  -2.250  0.000
H  -4.625  -1.283  -0.346  0.000
H  -0.170  2.749  -3.829  0.000
H  4.366  0.122  -0.527  0.010
H  2.014  -0.968  5.214  0.000
H  2.642  1.340  1.426  0.013

***

2.
The following is a quantum chemistry calculation of C30H45HgPS3 as an isolated structure, from the Open Molecules 2025 dataset.

## Properties
Frontier orbital gap (spin up / spin down) ... 6.624 / 6.738 eV
2S+1 ... 2
Lowest unoccupied orbital energy (spin up / spin down) ... 2.436 / 2.178 eV
Net charge ... -1
Total energy ... -2859.5751 hartree

Each line ends with the Löwdin spin population.
Cartesian coordinates (Å):
Hg  -3.011  1.083  -1.827  -0.003
S  -1.332  4.112  -0.494  0.035
S  -3.797  4.653  -2.157  0.496
S  -4.239  3.734  0.297  0.460
P  -1.133  -0.667  1.447  0.000
C  1.442  1.691  -1.989  0.000
C  -1.140  0.599  2.846  0.000
C  2.603  1.661  0.222  0.000
C  1.169  -3.229  -2.336  0.000
C  -2.551  -2.435  3.386  0.000
C  -0.285  3.196  -4.072  0.002
C  -1.843  -3.381  1.209  0.000
C  0.515  -0.905  -1.716  0.000
C  1.514  -1.109  0.577  0.000
C  1.212  -0.304  -0.657  0.000
C  2.244  -2.695  2.770  0.000
C  0.972  -2.155  2.677  0.000
C  -2.551  1.191  2.940  0.005
C  2.264  3.134  0.462  0.000
C  -0.210  1.699  2.332  0.000
C  0.576  -1.361  1.598  0.000
C  -3.643  -1.685  1.282  0.000
C  -2.301  -2.102  1.913  0.000
C  0.723  1.126  -3.030  0.000
C  1.708  1.001  -0.812  0.000
C  -0.631  0.183  4.227  0.000
C  -1.272  -2.618  -2.286  0.000
C  1.768  2.129  -5.071  0.000
C  -2.972  4.191  -0.737  -0.006
C  2.790  -1.666  0.681  0.000
C  0.098  -2.362  -1.664  0.000
C  0.460  1.884  -4.313  0.000
C  0.283  -0.180  -2.878  0.000
C  4.072  1.541  -0.201  0.000
C  3.162  -2.448  1.761  0.000
H  -2.911  1.512  1.959  0.008
H  -0.534  2.071  1.359  0.000
H  -2.597  -4.160  1.365  0.000
H  0.902  -4.288  -2.283  0.000
H  0.420  -0.108  4.187  0.000
H  4.161  -2.864  1.811  0.000
H  -2.526  2.077  3.580  0.000
H  0.284  3.866  -3.425  0.000
H  -1.656  -2.783  3.902  0.000
H  2.837  3.512  1.313  0.000
H  -3.287  -3.245  3.436  0.000
H  3.498  -1.484  -0.119  0.000
H  2.513  -3.306  3.623  0.000
H  4.231  2.055  -1.152  0.000
H  -0.891  -3.750  1.592  0.000
H  1.802  2.709  -2.093  0.000
H  -0.267  -0.638  -3.692  0.000
H  -1.197  -0.626  4.683  0.000
H  -2.025  -1.946  -1.869  0.000
H  -1.748  -3.229  0.135  0.000
H  -1.583  -3.650  -2.106  0.000
H  1.273  -2.953  -3.388  0.000
H  2.526  3.747  -0.402  0.000
H  0.262  -2.356  3.468  0.000
H  -3.538  -1.535  0.206  0.000
H  0.816  1.333  2.261  0.000
H  4.726  1.996  0.546  0.000
H  -3.274  0.496  3.367  0.000
H  2.429  2.780  -4.493  0.000
H  1.205  3.285  0.659  0.000
H  -4.021  -0.752  1.698  0.000
H  -0.467  3.708  -5.020  0.000
H  -1.243  3.031  -3.578  0.003
H  -1.259  -2.468  -3.368  0.000
H  -0.217  2.543  3.029  0.000
H  -0.701  1.050  4.892  0.000
H  2.299  1.193  -5.258  0.000
H  4.372  0.500  -0.331  0.000
H  1.572  2.616  -6.029  0.000
H  0.051  -2.663  -0.617  0.000
H  2.139  -3.094  -1.854  0.000
H  -2.960  -1.591  3.939  0.000
H  -0.174  1.243  -4.935  0.000
H  -4.393  -2.464  1.455  0.000
H  2.485  1.124  1.165  0.000

***

3.
The following is a quantum chemistry calculation of C30H45N4O4SbZr as an isolated structure in a non-equilibrium geometry, from the Open Molecules 2025 dataset.

## Properties
Frontier orbital gap ... 6.878 eV
Lowest unoccupied orbital energy ... -0.527 eV
Net charge ... 0
Total energy ... -1977.4403 hartree

Each line ends with the Mulliken charge.
Cartesian coordinates (Å):
Sb  -0.142  -3.448  -0.257  0.655
Zr  -0.173  -0.039  -0.165  0.531
O  -0.509  -1.129  1.562  -0.184
O  1.731  -0.108  -0.313  -1.064
O  -2.528  -1.568  2.989  -0.548
O  -3.941  -0.958  -1.718  -0.739
N  -0.367  2.238  -0.288  1.230
N  1.316  0.909  1.567  1.271
N  -0.561  -0.999  -2.303  -0.500
N  -2.402  -0.020  -0.258  0.211
C  1.151  2.166  1.624  0.367
C  -0.648  -5.508  0.166  -0.727
C  0.604  -4.026  -2.249  -1.005
C  1.090  4.197  0.148  -1.908
C  3.451  0.378  2.465  1.442
C  0.931  2.327  -2.856  -0.782
C  -2.187  3.632  -1.075  0.925
C  2.070  0.395  2.735  -0.736
C  0.188  0.053  4.482  -1.041
C  -1.818  -0.301  -2.638  -0.153
C  -2.033  -5.890  -0.354  -1.143
C  1.822  -3.501  0.619  -0.423
C  -2.139  -1.120  1.985  0.362
C  -2.846  -0.481  -1.468  0.249
C  -3.032  -0.596  0.880  -0.732
C  1.579  3.075  2.746  -1.805
C  -1.025  3.730  -3.616  -1.135
C  2.731  -4.644  0.185  -1.270
C  -0.982  2.987  -1.348  -0.245
C  -2.218  4.392  -3.368  -1.007
C  -0.341  -4.174  -3.446  -0.909
C  3.879  -0.576  4.628  -0.958
C  -0.386  3.015  -2.610  1.294
C  4.008  0.898  1.165  -1.421
C  1.582  -0.031  3.999  0.879
C  -2.789  4.343  -2.107  -1.039
C  4.337  -0.108  3.416  -0.864
C  2.530  -0.520  4.902  -1.025
C  0.540  2.826  0.411  1.253
C  -2.805  3.548  0.292  -1.278
H  -0.725  -1.997  -2.264  -0.506
H  0.928  1.275  -2.563  -0.025
H  -0.870  -3.267  -3.747  0.284
H  -0.391  -0.451  3.706  -0.135
H  1.555  2.521  3.683  0.398
H  1.012  4.463  -0.903  0.491
H  0.063  -0.377  5.472  0.436
H  4.571  -0.959  5.367  0.417
H  -2.704  4.944  -4.161  0.431
H  -0.611  -5.641  1.249  0.421
H  2.320  -5.622  0.445  0.278
H  -2.796  2.519  0.652  0.018
H  -0.577  3.769  -4.601  0.450
H  -2.811  -5.258  0.078  0.285
H  0.127  -6.133  -0.278  0.359
H  1.657  -3.533  1.699  0.493
H  -3.836  3.896  0.265  0.488
H  5.036  0.559  1.042  0.505
H  -2.263  4.163  1.016  0.266
H  -3.692  0.106  1.408  0.334
H  3.412  0.550  0.321  0.091
H  1.196  2.381  -3.911  0.439
H  -1.641  0.769  -2.777  -0.031
H  0.884  3.912  2.819  0.506
H  2.269  -2.533  0.383  0.107
H  1.742  2.783  -2.284  0.206
H  1.407  -3.318  -2.473  0.488
H  -1.106  -4.927  -3.254  0.209
H  -2.098  -5.795  -1.438  0.234
H  2.922  -4.633  -0.888  0.280
H  -3.726  4.851  -1.917  0.451
H  -0.123  1.107  4.533  0.237
H  3.698  -4.559  0.686  0.430
H  -2.232  -0.679  -3.572  0.547
H  1.054  -5.005  -2.084  0.479
H  5.396  -0.121  3.188  0.407
H  2.584  3.486  2.627  0.293
H  0.544  4.950  0.721  0.349
H  2.135  4.232  0.451  0.449
H  0.218  -4.504  -4.325  0.354
H  2.168  -0.849  5.869  0.373
H  0.179  -0.825  -2.975  0.346
H  4.023  1.994  1.153  0.214
H  -2.276  -6.926  -0.106  0.368
H  -3.656  -1.448  0.585  0.455